Entry 1:
{"formula": "C31H33KN5O2Se2", "method": "ωB97M-V with the def2-TZVPD basis set", "gap_ev": 6.33, "charge": -1, "total_energy_ha": -7028.265128, "e_above_lowest_kcal_mol": 0.55, "species": ["K", "C", "N", "C", "C", "C", "N", "C", "C", "C", "C", "C", "C", "C", "O", "C", "C", "C", "N", "C", "C", "C", "C", "C", "C", "C", "O", "H", "H", "H", "H", "H", "H", "H", "H", "H", "H", "H", "H", "H", "H", "H", "H", "H", "H", "H", "H", "H", "H", "H", "H", "H", "Se", "Se", "C", "C", "C", "C", "C", "N", "C", "C", "C", "C", "C", "N", "H", "H", "H", "H", "H", "H", "H", "H"], "positions_angstrom": [[0.60247, 0.71359, -0.40359], [-0.43041, -2.06771, 1.62260], [0.26989, -2.12710, 0.34722], [-0.52446, -2.76006, -0.71056], [-2.00473, -2.39239, -0.80661], [-2.35434, -0.96720, -1.23647], [-2.06716, -0.01220, -0.19014], [-3.04169, 0.56877, 0.37891], [-2.98027, 1.50964, 1.48759], [-4.20443, 2.03679, 1.91564], [-4.31341, 2.95689, 2.93822], [-3.13096, 3.36048, 3.57819], [-1.91060, 2.86833, 3.19161], [-1.74652, 1.93579, 2.10869], [-0.59806, 1.55976, 1.73595], [1.50795, -2.87336, 0.55045], [2.42811, -3.07112, -0.65011], [3.11281, -1.82159, -1.20372], [2.21602, -0.99910, -1.98727], [2.43794, -0.98143, -3.24464], [1.69411, -0.32766, -4.30182], [2.21608, -0.46849, -5.59746], [1.61679, 0.07374, -6.71062], [0.42222, 0.79234, -6.52637], [-0.12618, 0.95102, -5.28236], [0.47175, 0.41020, -4.09077], [-0.06471, 0.57285, -2.95952], [-0.75800, -3.06826, 1.96142], [-1.28514, -1.40088, 1.55723], [0.24172, -1.65381, 2.37549], [-0.47904, -3.85957, -0.58018], [-0.04896, -2.52353, -1.66576], [-2.52183, -2.62791, 0.12827], [-2.42242, -3.06707, -1.56093], [-3.42262, -0.94337, -1.51365], [-1.76308, -0.69752, -2.11676], [-4.06948, 0.35926, 0.02704], [-5.10339, 1.69757, 1.40608], [-5.27696, 3.34336, 3.24406], [-3.17859, 4.07991, 4.39042], [-1.00176, 3.21538, 3.66958], [1.26343, -3.87861, 0.94957], [2.07464, -2.35884, 1.33416], [1.90485, -3.57785, -1.46449], [3.21095, -3.75982, -0.31487], [3.98566, -2.13851, -1.79770], [3.49722, -1.23182, -0.36205], [3.31150, -1.54261, -3.62445], [3.13709, -1.03510, -5.71111], [2.04771, -0.05123, -7.69521], [-0.07645, 1.22990, -7.38566], [-1.04813, 1.50540, -5.14559], [1.81740, 4.38882, 2.87112], [1.93526, 4.65155, 0.58829], [0.09811, 4.33224, 0.06989], [-0.97501, 4.95091, 0.69248], [-2.24251, 4.65559, 0.22416], [-2.37828, 3.78246, -0.84512], [-1.24051, 3.22153, -1.39956], [-0.01330, 3.49420, -0.94524], [2.05696, 2.47754, 3.05721], [1.52156, 1.88489, 4.19728], [1.71594, 0.53133, 4.37801], [2.43027, -0.17706, 3.42098], [2.91689, 0.51223, 2.32519], [2.74356, 1.82306, 2.14437], [-0.82123, 5.60911, 1.53595], [-3.11609, 5.07199, 0.70978], [-3.35574, 3.50563, -1.21647], [-1.28190, 2.48486, -2.19716], [0.94012, 2.46657, 4.89979], [1.29692, 0.02998, 5.24126], [2.59932, -1.24153, 3.51527], [3.48543, -0.00185, 1.55706]], "forces_ev_per_angstrom": [[0.04, -0.01, -0.08], [0.00, 0.01, 0.00], [0.01, -0.05, 0.02], [-0.01, 0.02, -0.01], [0.00, -0.01, 0.01], [-0.05, 0.01, 0.00], [0.12, 0.00, -0.04], [-0.02, 0.00, 0.05], [-0.02, -0.01, -0.02], [0.00, 0.00, 0.01], [0.01, 0.01, 0.01], [-0.01, -0.03, -0.02], [0.02, 0.00, 0.01], [-0.02, -0.01, -0.06], [-0.03, 0.05, 0.12], [0.01, 0.01, -0.01], [-0.02, 0.00, 0.01], [-0.01, 0.01, 0.03], [-0.02, 0.00, -0.03], [0.02, -0.01, -0.03], [-0.02, 0.02, 0.04], [0.02, 0.00, -0.02], [-0.02, 0.00, 0.00], [0.02, -0.01, 0.01], [-0.02, 0.03, 0.01], [0.02, -0.07, 0.00], [-0.03, 0.07, 0.06], [0.00, 0.00, 0.00], [0.00, 0.00, 0.00], [0.00, 0.00, 0.00], [0.00, -0.01, 0.00], [0.00, 0.00, 0.00], [0.00, 0.01, 0.00], [0.01, -0.01, 0.00], [0.01, 0.00, 0.00], [0.00, 0.00, 0.00], [0.00, -0.01, 0.01], [0.00, 0.00, 0.00], [0.00, 0.00, 0.00], [-0.01, 0.00, 0.00], [0.00, 0.00, 0.00], [0.00, 0.00, 0.00], [0.00, 0.00, 0.00], [0.01, 0.00, 0.00], [0.01, 0.00, 0.00], [0.00, 0.00, 0.00], [0.01, 0.00, 0.00], [0.00, 0.00, 0.00], [0.00, 0.00, 0.00], [0.00, 0.00, 0.00], [0.00, 0.00, 0.00], [0.00, 0.00, -0.01], [0.00, -0.04, 0.01], [-0.02, 0.01, 0.00], [0.06, -0.04, 0.01], [0.01, 0.01, 0.02], [0.00, -0.02, -0.03], [-0.02, 0.00, 0.02], [0.03, -0.04, 0.00], [-0.01, 0.04, -0.03], [-0.02, 0.05, 0.01], [0.00, 0.01, 0.00], [0.00, 0.01, -0.01], [0.01, -0.03, -0.01], [-0.02, 0.05, 0.05], [0.02, -0.05, -0.05], [0.00, 0.00, 0.00], [0.00, 0.01, 0.00], [0.00, -0.01, 0.00], [-0.02, 0.05, -0.04], [0.00, 0.00, -0.01], [0.00, 0.00, 0.00], [0.00, 0.00, 0.01], [-0.01, 0.00, -0.01]]}



Entry 2:
{"formula": "C31H33N5O7", "method": "ωB97M-V with the def2-TZVPD basis set", "gap_ev": 8.21, "smiles": "COc1cc(/C=N/NC(=O)[C@@H](Cc2c[nH]c3ccccc23)NC(=O)OCC(C)C)cc([N+](=O)[O-])c1OCc1ccccc1", "total_energy_ha": -2001.479646, "e_above_lowest_kcal_mol": 2.27, "species": ["C", "H", "H", "O", "C", "C", "C", "C", "C", "C", "O", "C", "C", "C", "C", "C", "C", "C", "H", "H", "H", "H", "H", "H", "H", "N", "O", "O", "H", "C", "N", "N", "C", "O", "C", "N", "C", "O", "O", "C", "C", "C", "H", "H", "H", "C", "H", "H", "H", "H", "H", "H", "H", "H", "C", "C", "C", "N", "C", "C", "C", "C", "C", "C", "H", "H", "H", "H", "H", "H", "H", "H", "H", "H", "H", "H"], "positions_angstrom": [[1.50551, -5.90162, 0.09376], [2.49000, -5.43016, 0.01455], [0.90717, -5.38715, 0.85135], [0.84409, -5.93393, -1.14828], [0.45000, -4.75766, -1.71466], [0.83144, -3.51643, -1.23396], [0.46881, -2.32661, -1.87181], [-0.31855, -2.39352, -3.01440], [-0.74423, -3.62744, -3.47272], [-0.37277, -4.83692, -2.86378], [-0.76388, -5.96188, -3.49086], [-0.92887, -7.18394, -2.78842], [-1.78684, -7.04399, -1.55797], [-1.51289, -7.78686, -0.41805], [-2.29530, -7.64175, 0.71359], [-3.35298, -6.74774, 0.71688], [-3.63381, -6.00991, -0.42041], [-2.85830, -6.15984, -1.55666], [-3.08636, -5.59633, -2.44968], [-4.46225, -5.31726, -0.42617], [-3.95874, -6.62999, 1.60340], [-2.07638, -8.22431, 1.59682], [-0.68399, -8.48000, -0.41925], [-1.42546, -7.82935, -3.52187], [0.04264, -7.61990, -2.53357], [-1.64024, -3.64419, -4.60815], [-1.41725, -2.85565, -5.49734], [-2.57833, -4.40776, -4.57714], [-0.60962, -1.48903, -3.52342], [0.91859, -1.05850, -1.34395], [0.56011, 0.03980, -1.87625], [1.01639, 1.18835, -1.36139], [0.59783, 2.40085, -1.82580], [-0.17738, 2.56781, -2.73151], [1.24277, 3.55327, -1.02100], [0.74617, 3.53218, 0.34373], [1.30440, 2.78473, 1.31250], [2.15881, 1.94106, 1.11645], [0.77521, 3.08250, 2.50972], [1.15751, 2.25987, 3.60892], [0.09645, 1.19703, 3.92475], [-0.10060, 0.24984, 2.74278], [-0.53715, 0.77825, 1.89731], [-0.77001, -0.56191, 3.01731], [0.85116, -0.17366, 2.43007], [-1.22165, 1.85959, 4.31657], [-1.09121, 2.47947, 5.20042], [-1.57816, 2.48878, 3.50479], [-1.97558, 1.10600, 4.52993], [0.47736, 0.62312, 4.77685], [1.28055, 2.93697, 4.45779], [2.11521, 1.78331, 3.37576], [0.08633, 4.24505, 0.61753], [2.32731, 3.38408, -0.98606], [0.93287, 4.90268, -1.67666], [1.43748, 6.03365, -0.84393], [2.69121, 6.57234, -0.85779], [2.79631, 7.55029, 0.09299], [1.60532, 7.66299, 0.74839], [1.22129, 8.50085, 1.78787], [-0.06916, 8.38643, 2.25667], [-0.96479, 7.46802, 1.70126], [-0.59147, 6.63633, 0.67038], [0.71455, 6.71852, 0.18246], [-1.30500, 5.94955, 0.23564], [-1.97055, 7.41781, 2.09151], [-0.40112, 9.02111, 3.06463], [1.91133, 9.21649, 2.21022], [3.61648, 8.10377, 0.27162], [3.52430, 6.33014, -1.48971], [-0.14644, 4.98066, -1.81534], [1.39708, 4.91409, -2.66326], [1.64609, 1.16753, -0.54674], [1.58041, -1.08339, -0.46881], [1.44998, -3.45279, -0.35274], [1.63079, -6.94376, 0.38235]], "forces_ev_per_angstrom": [[0.09, 0.00, 0.18], [-0.04, 0.00, 0.01], [0.01, 0.00, -0.02], [-0.07, 0.15, -0.47], [-0.15, -0.06, -0.17], [-0.03, 0.18, -0.09], [-0.38, -0.84, -0.45], [0.03, -0.11, 0.09], [0.68, -0.13, 0.99], [0.03, 0.33, 0.00], [0.35, 0.12, -0.05], [-0.11, -0.59, 0.14], [0.02, 0.05, -0.10], [-0.05, 0.04, -0.09], [0.02, -0.10, 0.08], [-0.07, 0.03, 0.08], [-0.06, 0.02, 0.05], [0.01, -0.07, -0.06], [0.02, 0.09, -0.09], [-0.07, 0.06, 0.00], [-0.05, 0.01, 0.07], [0.01, -0.05, 0.07], [0.13, -0.05, 0.01], [0.11, 0.09, 0.11], [-0.21, 0.05, -0.07], [-0.23, 0.01, -0.20], [0.12, 0.25, -0.38], [-0.41, -0.16, -0.04], [-0.05, 0.05, -0.08], [0.34, 0.86, 0.42], [-0.47, -0.55, -0.50], [0.71, -0.13, 0.73], [0.21, 0.18, 0.14], [-0.16, 0.10, -0.19], [-0.08, -0.19, -0.27], [-0.18, 0.24, -0.03], [-0.24, 0.16, -0.02], [0.34, -0.19, 0.08], [-0.14, 0.14, -0.18], [0.26, -0.56, 0.48], [0.00, 0.34, -0.28], [0.14, 0.04, 0.24], [-0.06, 0.03, -0.13], [-0.10, -0.07, -0.02], [0.06, -0.08, -0.09], [0.23, -0.15, 0.03], [-0.06, 0.10, 0.11], [-0.09, 0.06, -0.07], [-0.13, -0.03, 0.03], [0.05, 0.06, -0.02], [0.00, -0.04, -0.10], [-0.13, 0.12, 0.09], [0.08, -0.09, 0.12], [-0.15, 0.08, 0.00], [0.21, -0.18, 0.20], [0.25, 0.01, -0.21], [-0.23, -0.25, -0.20], [0.37, 0.24, 0.10], [-0.51, -0.16, 0.10], [0.02, 0.07, 0.05], [0.10, 0.11, 0.05], [-0.22, -0.10, 0.04], [0.03, 0.06, 0.00], [0.30, 0.36, 0.14], [-0.10, -0.07, -0.05], [-0.08, -0.01, 0.02], [-0.01, 0.06, 0.06], [0.04, 0.08, 0.07], [-0.10, -0.07, -0.03], [0.15, -0.04, -0.11], [0.01, -0.01, -0.13], [-0.14, -0.04, -0.02], [-0.25, 0.09, -0.27], [-0.02, 0.04, -0.04], [0.08, -0.04, 0.11], [0.02, 0.08, 0.03]]}



Entry 3:
{"formula": "C31H34N6O6SSc", "method": "ωB97M-V with the def2-TZVPD basis set", "gap_ev": 7.31, "charge": 1, "total_energy_ha": -3140.601618, "species": ["Sc", "C", "O", "C", "C", "C", "C", "C", "C", "O", "C", "O", "C", "H", "H", "H", "H", "H", "H", "H", "H", "H", "C", "O", "C", "C", "C", "C", "C", "C", "N", "N", "C", "C", "C", "C", "O", "C", "N", "C", "C", "C", "C", "H", "H", "H", "H", "H", "H", "H", "H", "H", "H", "H", "H", "S", "C", "N", "C", "C", "N", "H", "H", "H", "H", "H", "H", "C", "N", "C", "C", "O", "H", "H", "H", "H", "H", "H", "H"], "positions_angstrom": [[-0.27470, -0.89502, -0.93539], [2.11716, -7.23801, -0.06897], [0.94830, -7.34744, -0.87779], [0.22775, -6.24478, -1.10790], [-0.88928, -6.43526, -1.95578], [-1.67526, -5.37112, -2.25535], [-1.39462, -4.06747, -1.76334], [-2.17598, -2.96839, -2.21065], [-3.51637, -3.19991, -2.84401], [-1.79199, -1.76609, -2.12116], [-0.29830, -3.90251, -0.86413], [-0.06957, -2.76289, -0.26998], [0.51595, -5.00560, -0.56947], [2.56014, -8.22767, -0.05447], [1.85783, -6.93671, 0.94728], [2.82252, -6.52694, -0.50111], [-1.07667, -7.42409, -2.35099], [-2.51498, -5.51639, -2.92211], [-4.09279, -3.93580, -2.28723], [-3.39189, -3.57152, -3.86406], [-4.06539, -2.26243, -2.88887], [1.34136, -4.85105, 0.10846], [1.22242, 3.97388, 4.93725], [1.91818, 3.02379, 4.13966], [2.45014, 3.46351, 2.96405], [3.25613, 2.54881, 2.28716], [3.82289, 2.88820, 1.07483], [3.57616, 4.14481, 0.52195], [2.82629, 5.06863, 1.22460], [2.23849, 4.73112, 2.43922], [4.17461, 4.59991, -0.70669], [4.12743, 3.94383, -1.75368], [3.38878, 2.70522, -1.83642], [4.05299, 1.54763, -2.11139], [3.38051, 0.31400, -2.17894], [2.01706, 0.24932, -2.02376], [1.32545, -0.88399, -2.06665], [1.30186, 1.46414, -1.81501], [-0.05627, 1.35313, -1.67194], [-0.76139, 2.44713, -1.51355], [-0.18723, 3.73017, -1.49799], [1.17022, 3.85466, -1.59280], [1.97546, 2.70095, -1.73519], [0.92121, 3.45136, 5.83995], [0.33562, 4.35149, 4.42466], [1.86979, 4.80999, 5.20616], [3.44644, 1.58028, 2.73712], [4.45856, 2.17849, 0.56534], [2.70178, 6.06665, 0.82067], [1.64840, 5.46789, 2.96408], [5.12808, 1.57622, -2.24486], [3.92960, -0.59977, -2.36417], [-1.82922, 2.32382, -1.38196], [-0.82368, 4.59891, -1.39913], [1.63171, 4.83392, -1.57017], [-2.62996, -0.02089, 0.50767], [-3.70536, 0.63027, -0.62092], [-4.67216, 1.51287, -0.32540], [-5.55072, 1.77665, -1.46532], [-4.73060, 1.19499, -2.63386], [-3.74062, 0.37925, -1.93296], [-4.89146, 1.72545, 0.63195], [-5.73346, 2.84106, -1.58597], [-6.50707, 1.26655, -1.34975], [-4.24805, 1.97434, -3.22377], [-5.34191, 0.58873, -3.29701], [-3.06934, -0.25089, -2.35058], [-0.55019, -1.73045, 2.90631], [0.01754, -0.39768, 3.08834], [-0.02535, 0.17401, 4.42891], [0.45550, 0.31323, 2.07149], [0.45042, -0.07015, 0.88864], [-0.18283, -2.37778, 3.70128], [-0.25673, -2.13528, 1.94319], [-1.63922, -1.68544, 2.96479], [-1.05842, 0.36400, 4.72287], [0.54050, 1.10237, 4.44569], [0.41919, -0.52640, 5.13477], [0.84857, 1.30017, 2.32420]], "forces_ev_per_angstrom": [[-0.21, 0.16, 0.46], [-0.06, 0.00, -0.03], [0.08, 0.00, 0.02], [0.06, -0.03, 0.02], [0.00, -0.04, 0.01], [-0.04, 0.01, -0.01], [-0.04, -0.04, -0.03], [0.08, -0.10, 0.01], [-0.02, 0.00, -0.17], [0.03, 0.11, 0.02], [-0.06, 0.06, -0.03], [0.00, -0.04, -0.11], [-0.08, -0.04, 0.08], [0.00, -0.02, 0.00], [0.00, 0.00, 0.00], [0.00, 0.01, 0.00], [0.00, 0.04, 0.01], [0.02, 0.00, 0.02], [-0.01, 0.00, -0.01], [0.00, 0.02, 0.02], [0.00, -0.02, 0.01], [0.00, 0.03, -0.01], [0.03, -0.02, -0.02], [-0.09, 0.04, 0.09], [-0.01, 0.00, 0.03], [0.09, 0.01, -0.04], [-0.13, -0.06, 0.00], [0.07, -0.15, -0.17], [-0.06, 0.07, 0.10], [0.04, 0.03, -0.08], [-0.03, 0.02, -0.04], [0.03, -0.06, -0.02], [-0.05, 0.34, 0.16], [0.12, -0.20, -0.02], [0.06, 0.02, -0.10], [0.09, -0.07, -0.14], [-0.04, 0.05, 0.19], [-0.02, 0.17, -0.04], [0.12, -0.13, 0.08], [0.03, 0.07, 0.00], [-0.04, 0.00, 0.01], [0.06, 0.01, 0.03], [-0.20, -0.02, 0.00], [0.00, -0.03, 0.02], [-0.03, 0.00, -0.02], [0.02, 0.00, -0.01], [0.01, 0.08, -0.01], [0.00, 0.01, -0.01], [0.01, -0.04, 0.00], [0.00, -0.01, 0.00], [-0.02, 0.02, 0.02], [-0.02, 0.01, 0.00], [-0.01, 0.02, 0.01], [0.02, -0.02, 0.01], [0.01, -0.02, -0.01], [0.12, 0.04, -0.13], [-0.10, -0.05, -0.05], [0.05, 0.04, -0.02], [0.06, -0.02, 0.01], [0.00, -0.07, 0.08], [0.03, 0.05, 0.08], [-0.04, 0.02, -0.01], [-0.01, 0.02, 0.02], [-0.02, -0.03, 0.03], [0.05, 0.03, 0.01], [-0.01, -0.02, -0.04], [-0.01, -0.05, -0.07], [-0.01, 0.06, 0.07], [-0.09, -0.03, 0.07], [0.03, -0.05, -0.04], [-0.05, -0.05, 0.01], [0.09, -0.17, -0.31], [0.02, 0.00, 0.00], [0.02, -0.01, -0.02], [0.00, 0.02, 0.00], [-0.01, -0.01, 0.00], [-0.01, 0.01, 0.00], [0.01, 0.00, 0.00], [0.03, 0.02, 0.02]]}